Below is a single C6H17PSi molecule at a distorted geometry, with properties calculated with ωB97M-V/def2-TZVPD.

Positions of all 25 atoms, in Å:
C1 -2.008 1.681 0.786
C2 -1.883 0.350 -0.063
C3 -3.250 -0.356 -0.069
P1 -0.592 -0.851 0.892
Si1 1.380 -0.538 -0.132
C4 2.565 -0.216 1.430
C5 2.118 -2.045 -1.165
C6 1.394 1.111 -1.009
H1 -2.547 1.712 1.678
H2 -0.900 2.026 0.945
H3 -2.590 2.404 0.118
H4 -1.662 0.604 -1.025
H5 -3.969 0.371 -0.391
H6 -3.427 -0.548 0.975
H7 -3.188 -1.266 -0.690
H8 -0.824 -1.783 -0.145
H9 2.208 -0.450 2.462
H10 3.512 -0.650 1.390
H11 2.801 0.862 1.383
H12 3.214 -2.326 -0.955
H13 1.568 -2.930 -0.973
H14 1.998 -1.597 -2.173
H15 0.552 1.619 -0.496
H16 2.314 1.576 -0.746
H17 1.213 1.240 -2.027

The molecular weight comes out at 148.26 g mol⁻¹. As for the HOMO energy: -9.07 eV. The frontier orbital gap comes out at 10.0 eV. As for the charge: 0. The lowest unoccupied orbital energy comes out at 0.878 eV. For the energy relative to the best compared isomer or geometry (same formula, charge and spin), the calculation gives 4.4 kcal per mole. Its SMILES is CC(C)P[Si](C)(C)C. The electronic energy is -23663.17847 eV.

In elementary charge units, the Mulliken charges are: number 1, C, carries -1.1323; number 2, C, carries -0.0292; number 3, C, carries -1.5706; number 4, P, carries -0.0629; number 5, Si, carries 0.5797; number 6, C, carries -1.2425; number 7, C, carries -1.0880; number 8, C, carries -1.0677; number 9, H, carries 0.3963; number 10, H, carries 0.2395; number 11, H, carries 0.3250; number 12, H, carries 0.5639; number 13, H, carries 0.4350; number 14, H, carries 0.4136; number 15, H, carries 0.3790; number 16, H, carries -0.0520; number 17, H, carries 0.3387; number 18, H, carries 0.4032; number 19, H, carries 0.2865; number 20, H, carries 0.2946; number 21, H, carries 0.3589; number 22, H, carries 0.2733; number 23, H, carries 0.1618; number 24, H, carries 0.3638; number 25, H, carries 0.4326

Below is a molecular structure, C23H48HfO5P4 at a distorted geometry, with properties calculated with ωB97M-V/def2-TZVPD.

Positions of all 81 atoms, in Å:
P1 2.524 -0.290 -0.810
C1 3.301 -0.531 0.827
H1 4.397 -0.536 0.716
H2 2.965 -1.481 1.253
H3 3.026 0.288 1.493
C2 3.192 -1.776 -1.606
H4 3.119 -1.684 -2.694
H5 2.592 -2.627 -1.261
H6 4.247 -1.931 -1.328
C3 3.663 1.008 -1.396
H7 4.703 0.641 -1.411
H8 3.599 1.876 -0.727
H9 3.367 1.310 -2.406
P2 -0.906 2.999 -1.291
C4 -0.978 4.108 0.161
H10 -1.478 5.046 -0.127
H11 0.032 4.340 0.512
H12 -1.555 3.647 0.967
C5 -0.010 4.158 -2.375
H13 -0.111 3.860 -3.422
H14 1.048 4.150 -2.088
H15 -0.404 5.179 -2.254
C6 -2.625 3.267 -1.835
H16 -2.812 4.335 -2.032
H17 -3.309 2.921 -1.051
H18 -2.805 2.693 -2.749
P3 -2.129 -1.570 -0.790
C7 -2.972 -1.873 0.797
H19 -3.552 -2.807 0.718
H20 -3.650 -1.043 1.015
H21 -2.250 -1.971 1.625
C8 -3.617 -1.539 -1.840
H22 -4.315 -2.333 -1.529
H23 -3.347 -1.695 -2.889
H24 -4.108 -0.566 -1.727
C9 -1.559 -3.266 -1.102
H25 -2.407 -3.963 -1.155
H26 -0.887 -3.563 -0.291
H27 -1.011 -3.287 -2.048
Hf1 -0.223 0.377 -0.990
C10 1.035 1.600 0.250
O1 1.725 2.336 0.882
C11 -1.934 0.989 0.210
O2 -2.867 1.394 0.817
C12 -1.477 0.077 -4.261
C13 -0.825 -1.158 -4.109
C14 0.574 -1.212 -4.048
C15 1.326 -0.031 -4.169
C16 0.678 1.203 -4.318
C17 -0.725 1.254 -4.379
H28 -2.570 0.123 -4.247
H29 -1.413 -2.090 -4.051
H30 1.081 -2.164 -3.869
H31 2.428 -0.074 -4.156
H32 1.260 2.129 -4.347
H33 -1.236 2.219 -4.532
C18 -1.067 2.282 4.388
C19 -0.322 1.759 3.187
O3 -0.985 0.525 2.825
P4 -0.186 -0.679 1.882
O4 0.131 -1.647 3.229
C20 -0.123 -1.370 4.643
C21 1.122 -0.837 5.303
O5 0.859 -2.145 0.835
C22 0.941 -3.470 1.298
C23 2.109 -3.737 2.220
H34 -2.141 2.362 4.181
H35 -0.685 3.265 4.684
H36 -0.925 1.589 5.227
H37 -0.373 2.433 2.318
H38 0.742 1.568 3.421
H39 -0.946 -0.654 4.755
H40 -0.444 -2.304 5.082
H41 1.488 0.031 4.750
H42 0.886 -0.516 6.323
H43 1.921 -1.589 5.359
H44 -0.010 -3.756 1.790
H45 1.013 -4.106 0.400
H46 2.039 -3.076 3.089
H47 2.060 -4.776 2.567
H48 3.080 -3.616 1.712

The molecular weight comes out at 707.02 g mol⁻¹. As for the HOMO energy (alpha / beta): -20.92 / -20.92 eV. The frontier orbital gap (alpha / beta) comes out at 5.9 / 5.9 eV. As for the charge: +4. The lowest unoccupied orbital energy (alpha / beta) comes out at -14.972 / -14.972 eV. For the energy relative to the best compared isomer or geometry (same formula, charge and spin), the calculation gives 27.1 kcal per mole. The electronic energy is -73285.29171 eV.

In elementary charge units, the Mulliken charges are: number 1, P, carries 1.2430; number 2, C, carries -1.0566; number 3, H, carries 0.6940; number 4, H, carries -0.0600; number 5, H, carries 0.3243; number 6, C, carries -1.1636; number 7, H, carries 0.4237; number 8, H, carries 0.1637; number 9, H, carries 0.5505; number 10, C, carries -1.2012; number 11, H, carries 0.4785; number 12, H, carries 0.4608; number 13, H, carries 0.3437; number 14, P, carries 0.4327; number 15, C, carries -1.2318; number 16, H, carries 0.6123; number 17, H, carries 0.4487; number 18, H, carries 0.3525; number 19, C, carries -1.2278; number 20, H, carries 0.3581; number 21, H, carries 0.4020; number 22, H, carries 0.5214; number 23, C, carries -1.2666; number 24, H, carries 0.5040; number 25, H, carries 0.4615; number 26, H, carries 0.3519; number 27, P, carries 1.1132; number 28, C, carries -1.3436; number 29, H, carries 0.6346; number 30, H, carries 0.5445; number 31, H, carries 0.1183; number 32, C, carries -1.1031; number 33, H, carries 0.5201; number 34, H, carries 0.3910; number 35, H, carries 0.3718; number 36, C, carries -1.0342; number 37, H, carries 0.5473; number 38, H, carries -0.0273; number 39, H, carries 0.3177; number 40, Hf, carries 0.3884; number 41, C, carries 0.5074; number 42, O, carries -0.3006; number 43, C, carries 0.3721; number 44, O, carries -0.2255; number 45, C, carries -0.6252; number 46, C, carries -0.6487; number 47, C, carries -0.5891; number 48, C, carries -0.6290; number 49, C, carries -0.6056; number 50, C, carries -0.5889; number 51, H, carries 0.5762; number 52, H, carries 0.8319; number 53, H, carries 0.5734; number 54, H, carries 0.8245; number 55, H, carries 0.5606; number 56, H, carries 0.8033; number 57, C, carries -1.4514; number 58, C, carries 0.5938; number 59, O, carries -0.3418; number 60, P, carries -0.3347; number 61, O, carries 0.1952; number 62, C, carries -0.2411; number 63, C, carries -1.0038; number 64, O, carries 0.0119; number 65, C, carries -0.7303; number 66, C, carries -1.5539; number 67, H, carries 0.3377; number 68, H, carries 0.4250; number 69, H, carries 0.3366; number 70, H, carries -0.3077; number 71, H, carries 0.2355; number 72, H, carries 0.1941; number 73, H, carries 0.4499; number 74, H, carries 0.1713; number 75, H, carries 0.4152; number 76, H, carries 0.3682; number 77, H, carries 0.3700; number 78, H, carries 0.5837; number 79, H, carries 0.2543; number 80, H, carries 0.4223; number 81, H, carries 0.4045

Below is a single C16H15N3OS molecule at a distorted geometry, with properties calculated with ωB97M-V/def2-TZVPD.

Positions of all 36 atoms, in Å:
C1 1.712 -1.277 2.506
C2 2.750 -1.279 1.410
C3 4.110 -1.901 1.566
C4 4.974 -1.477 0.560
C5 6.380 -1.772 0.562
N1 7.521 -1.807 0.756
S1 4.057 -0.808 -0.758
C6 2.600 -0.638 0.246
C7 1.494 0.215 -0.178
C8 1.875 1.511 -0.677
C9 0.868 2.325 -1.124
C10 -0.456 1.960 -1.133
N2 -1.490 2.669 -1.664
C11 -2.579 1.937 -1.535
O1 -3.780 2.294 -1.575
N3 -2.159 0.712 -0.895
C12 -3.154 -0.322 -0.529
C13 -4.177 -0.719 -1.683
C14 -3.776 0.057 0.834
C15 -0.803 0.699 -0.757
C16 0.164 -0.161 -0.202
H1 0.762 -0.826 2.246
H2 2.151 -0.840 3.428
H3 1.515 -2.355 2.662
H4 4.376 -2.575 2.417
H5 2.923 1.750 -0.722
H6 1.208 3.176 -1.732
H7 -1.495 3.651 -1.541
H8 -2.479 -1.206 -0.369
H9 -3.712 -0.610 -2.744
H10 -5.084 -0.076 -1.717
H11 -4.466 -1.803 -1.489
H12 -4.206 -0.772 1.441
H13 -4.454 0.950 0.766
H14 -2.949 0.427 1.487
H15 -0.221 -1.111 0.138

The molecular weight comes out at 297.38 g mol⁻¹. As for the HOMO energy: -8.28 eV. The frontier orbital gap comes out at 8.2 eV. As for the charge: 0. The lowest unoccupied orbital energy comes out at -0.110 eV. For the energy relative to the best compared isomer or geometry (same formula, charge and spin), the calculation gives 36.5 kcal per mole. Its SMILES is Cc1cc(C#N)sc1-c1ccc2[nH]c(=O)n(C(C)C)c2c1. The electronic energy is -34187.64454 eV.

In elementary charge units, the Mulliken charges are: number 1, C, carries -1.2427; number 2, C, carries -0.0155; number 3, C, carries -0.6542; number 4, C, carries 0.2280; number 5, C, carries 0.1361; number 6, N, carries -0.4580; number 7, S, carries -0.0935; number 8, C, carries 0.7179; number 9, C, carries 0.2099; number 10, C, carries -0.9927; number 11, C, carries -0.7185; number 12, C, carries 0.8725; number 13, N, carries -0.2050; number 14, C, carries 0.1673; number 15, O, carries -0.6462; number 16, N, carries 0.0087; number 17, C, carries 0.2017; number 18, C, carries -1.2008; number 19, C, carries -1.2413; number 20, C, carries 0.8028; number 21, C, carries -1.1204; number 22, H, carries 0.3104; number 23, H, carries 0.3377; number 24, H, carries 0.3202; number 25, H, carries 0.3861; number 26, H, carries 0.5597; number 27, H, carries 0.3186; number 28, H, carries 0.2936; number 29, H, carries 0.2873; number 30, H, carries 0.3055; number 31, H, carries 0.2788; number 32, H, carries 0.3708; number 33, H, carries 0.3878; number 34, H, carries 0.2707; number 35, H, carries 0.3231; number 36, H, carries 0.4938

Below is a molecular structure, C22H21F4N2 at a distorted geometry, with properties calculated with ωB97M-V/def2-TZVPD.

Positions of all 49 atoms, in Å:
C1 0.817 1.849 2.621
C2 2.044 1.017 2.884
N1 2.465 0.409 1.672
C3 2.392 1.091 0.560
C4 3.059 0.640 -0.713
C5 2.678 1.706 -1.718
C6 1.852 2.756 -0.976
N2 1.721 2.237 0.384
C7 1.080 2.896 1.534
H1 0.041 1.156 2.262
H2 0.516 2.351 3.549
H3 2.828 1.627 3.354
H4 1.863 0.209 3.613
H5 4.130 0.552 -0.516
H6 2.711 -0.367 -0.953
H7 3.573 2.179 -2.108
H8 2.126 1.261 -2.538
H9 2.334 3.753 -0.988
H10 0.873 2.889 -1.469
H11 0.142 3.347 1.193
H12 1.709 3.715 1.944
F1 1.154 -6.458 5.196
C8 0.775 -5.874 3.998
C9 -0.176 -6.509 3.202
C10 -0.555 -5.834 2.046
F2 -1.550 -6.391 1.250
C11 0.009 -4.617 1.641
C12 1.037 -3.998 2.420
C13 1.726 -2.810 2.036
C14 2.769 -2.233 2.768
C15 3.481 -1.147 2.189
C16 4.765 -0.715 2.725
C17 5.296 0.562 2.496
C18 6.371 0.993 3.288
F3 6.777 2.310 3.174
C19 7.039 0.150 4.180
C20 6.555 -1.146 4.314
F4 7.197 -2.030 5.170
C21 5.459 -1.602 3.585
C22 1.388 -4.662 3.644
H13 -0.644 -7.451 3.496
H14 -0.335 -4.089 0.741
H15 1.463 -2.328 1.059
H16 3.153 -2.562 3.806
H17 3.343 -0.990 1.035
H18 4.810 1.269 1.807
H19 7.891 0.499 4.768
H20 5.125 -2.640 3.706
H21 2.110 -4.197 4.313

The molecular weight comes out at 389.42 g mol⁻¹. As for the HOMO energy: -11.85 eV. The frontier orbital gap comes out at 7.4 eV. As for the charge: +1. The lowest unoccupied orbital energy comes out at -4.488 eV. The electronic energy is -36996.17825 eV.

In elementary charge units, the Mulliken charges are: number 1, C, carries -0.8185; number 2, C, carries -0.7402; number 3, N, carries 0.1931; number 4, C, carries 0.3443; number 5, C, carries -0.6135; number 6, C, carries -0.5874; number 7, C, carries -0.7173; number 8, N, carries 0.0796; number 9, C, carries -0.5935; number 10, H, carries 0.3165; number 11, H, carries 0.3641; number 12, H, carries 0.3147; number 13, H, carries 0.4245; number 14, H, carries 0.3776; number 15, H, carries 0.3564; number 16, H, carries 0.2865; number 17, H, carries 0.3124; number 18, H, carries 0.3562; number 19, H, carries 0.3322; number 20, H, carries 0.3705; number 21, H, carries 0.3033; number 22, F, carries -0.2924; number 23, C, carries 0.3611; number 24, C, carries -0.6650; number 25, C, carries 0.3709; number 26, F, carries -0.2931; number 27, C, carries -0.7342; number 28, C, carries 0.7668; number 29, C, carries 0.0216; number 30, C, carries -0.7647; number 31, C, carries 0.4883; number 32, C, carries 0.5702; number 33, C, carries -0.5095; number 34, C, carries 0.1947; number 35, F, carries -0.2998; number 36, C, carries -0.6867; number 37, C, carries 0.2100; number 38, F, carries -0.2924; number 39, C, carries -0.8723; number 40, C, carries -0.7974; number 41, H, carries 0.4713; number 42, H, carries 0.4049; number 43, H, carries 0.2854; number 44, H, carries 0.4600; number 45, H, carries -0.2451; number 46, H, carries 0.5492; number 47, H, carries 0.4800; number 48, H, carries 0.7465; number 49, H, carries 0.4101

- molecular weight of number 3 (C16H15N3OS)?
  297.38 g mol⁻¹